Arrangement i

{
  "formula": "C3H6O3",
  "method": "wB97M-V/def2-TZVPD",
  "species": ["C", "C", "C", "O", "O", "O", "H", "H", "H", "H", "H", "H"],
  "xyz": [[-1.30094, -0.14817, 0.50849], [1.18287, -1.17346, -2.13584], [-0.38449, 0.55066, 1.13532], [1.79006, -1.92652, -1.44341], [-0.41732, 1.96213, 1.25064], [0.58988, 0.02470, 1.88030], [-2.17263, 0.51315, 0.17832], [-1.22963, -1.30996, 0.44976], [1.51210, -0.15425, -2.26169], [0.27476, -1.45645, -2.55656], [-0.79417, 2.38149, 0.46057], [0.94951, 0.73668, 2.53409]],
  "mulliken_charge": [-0.80, -0.15, 0.74, -0.37, -0.54, -0.50, 0.18, 0.26, 0.24, 0.28, 0.31, 0.36],
  "homo_lumo_gap_ha": 0.349,
  "lumo_ev": 0.55,
  "e_homo_ha": -0.3290
}


Arrangement ii

{
  "formula": "C3H6O3",
  "method": "wB97M-V/def2-TZVPD",
  "species": ["O", "C", "C", "O", "C", "O", "H", "H", "H", "H", "H", "H"],
  "xyz": [[-0.78910, 1.06754, 0.11453], [-0.91578, -0.33417, 0.31944], [0.27714, -0.93104, 1.04624], [0.32724, 0.25267, -2.55877], [0.84174, 1.13249, -1.99246], [1.41177, 2.00393, -1.46579], [-0.04483, 1.39603, 0.63301], [-1.01936, -0.78932, -0.67177], [-1.83901, -0.53920, 0.87761], [0.17622, -2.01740, 1.13089], [0.36475, -0.52058, 2.05952], [1.20923, -0.72095, 0.50757]],
  "mulliken_charge": [-0.54, -0.22, -1.08, -0.41, 0.85, -0.42, 0.32, 0.24, 0.28, 0.34, 0.34, 0.30],
  "homo_lumo_gap_ha": 0.413,
  "lumo_ev": 0.70,
  "e_homo_ha": -0.3871
}


Arrangement iii

{
  "formula": "C3H6O3",
  "method": "wB97M-V/def2-TZVPD",
  "species": ["C", "C", "C", "H", "H", "H", "H", "H", "H", "O", "O", "O"],
  "xyz": [[1.36415, -0.15070, -0.07362], [-0.64864, -1.04080, 0.30443], [-0.63305, 1.01788, -0.26436], [2.13183, -0.21956, 0.56854], [1.77159, 0.34841, -1.10547], [-1.30347, -2.00018, 0.48238], [-0.42611, -0.82954, 1.31212], [-0.12169, 1.28746, -1.24370], [-1.60434, 1.85583, 0.06357], [0.42816, -1.15554, -0.38486], [-1.49968, -0.08457, -0.15572], [0.54125, 0.97131, 0.49671]],
  "mulliken_charge": [-0.22, -0.33, -0.13, 0.30, 0.28, 0.26, 0.40, 0.24, 0.22, -0.32, -0.32, -0.38],
  "homo_lumo_gap_ha": 0.388,
  "lumo_ev": 0.90,
  "e_homo_ha": -0.3549
}


Going by the energies, arrangement ii is most stable and the next is 0.1033 hartree up.


Arrangement i

{
  "formula": "C3H4P2",
  "method": "wB97M-V/def2-TZVPD",
  "species": ["C", "C", "C", "P", "P", "H", "H", "H", "H"],
  "xyz": [[0.35135, -1.37741, 0.61175], [-0.19105, -0.30836, 1.12233], [-0.09043, 0.63401, -1.47051], [0.57150, -0.85382, -1.82665], [-0.81688, 1.07139, 0.12768], [0.70797, -2.31418, 0.97744], [-0.43159, -0.21428, 2.17836], [-0.25543, 1.36050, -2.25791], [0.15457, 2.00214, 0.53752]],
  "mulliken_charge": [-0.85, 0.08, -0.26, -0.01, -0.02, 0.35, 0.32, 0.34, 0.05],
  "homo_lumo_gap_ha": 0.318,
  "lumo_ev": 0.08,
  "e_homo_ha": -0.3148
}


Arrangement ii

{
  "formula": "C3H4P2",
  "method": "wB97M-V/def2-TZVPD",
  "species": ["C", "C", "C", "P", "P", "H", "H", "H", "H"],
  "xyz": [[1.51259, 0.16962, -0.39158], [0.32693, 0.09915, -0.95135], [-2.95015, -0.81104, 0.36895], [-1.22843, 0.24498, 0.31777], [-3.07968, 0.45651, -0.77364], [2.49469, 0.34859, -0.87148], [1.46222, 0.17163, 0.73116], [-0.12560, 0.26098, -1.88283], [-3.10628, -1.84347, 0.61865]],
  "mulliken_charge": [-0.53, -0.27, -0.30, 0.00, -0.07, 0.25, 0.19, 0.35, 0.39],
  "homo_lumo_gap_ha": 0.280,
  "lumo_ev": -0.48,
  "e_homo_ha": -0.2973
}


Going by the energies, arrangement i is most stable and the next is 0.0248 hartree up.


Arrangement i

{
  "formula": "H12O6",
  "method": "wB97M-V/def2-TZVPD",
  "species": ["O", "H", "H", "O", "H", "H", "O", "H", "H", "O", "H", "H", "O", "H", "H", "O", "H", "H"],
  "xyz": [[1.82518, 1.80374, 0.33625], [1.87305, 2.55528, -0.19897], [1.96471, 2.14332, 1.22799], [-2.21197, 1.81008, -0.77775], [-2.16708, 2.52513, -0.07838], [-1.48343, 1.27211, -0.51744], [-0.11298, 0.21276, -0.52922], [0.41921, 0.89293, -0.03179], [-0.39950, -0.37758, 0.29941], [0.43537, -2.99700, 0.28662], [-0.28159, -2.42383, 0.58897], [0.41986, -3.54922, 0.96454], [1.66015, 0.07996, -2.48551], [2.38965, -0.38861, -2.05977], [0.97962, 0.24948, -1.72341], [-1.46276, -1.27497, 1.37757], [-2.33915, -1.20834, 1.03301], [-1.50835, -1.32524, 2.28787]],
  "mulliken_charge": [-0.64, 0.32, 0.29, -0.63, 0.29, 0.42, -0.97, 0.45, 0.43, -0.59, 0.40, 0.25, -0.67, 0.29, 0.41, -0.64, 0.31, 0.26],
  "homo_lumo_gap_ha": 0.359,
  "lumo_ev": -0.11,
  "e_homo_ha": -0.3625
}


Arrangement ii

{
  "formula": "H12O6",
  "method": "wB97M-V/def2-TZVPD",
  "species": ["O", "H", "H", "O", "H", "H", "O", "H", "H", "O", "H", "H", "O", "H", "H", "O", "H", "H"],
  "xyz": [[-0.97898, -1.67322, -0.03986], [-0.92904, -2.12023, 0.82495], [-1.19765, -2.31649, -0.73486], [-1.92734, 1.52335, 1.67574], [-0.99603, 1.59439, 1.59437], [-2.12101, 0.74785, 1.09230], [0.87391, 2.31058, -0.46763], [1.45799, 2.88882, -0.95818], [0.32843, 1.77549, -0.97924], [1.12329, 0.15140, 1.41630], [1.51770, -0.35759, 0.70033], [1.23862, 1.02141, 1.02743], [1.95154, -1.77480, -0.35955], [1.02785, -1.89357, -0.51369], [2.19257, -2.53402, 0.18002], [-1.06252, 0.53058, -1.44053], [-1.52281, 0.30226, -2.23302], [-0.97650, -0.17622, -0.78489]],
  "mulliken_charge": [-0.68, 0.30, 0.30, -0.63, 0.32, 0.31, -0.60, 0.28, 0.38, -0.65, 0.37, 0.32, -0.69, 0.37, 0.32, -0.66, 0.25, 0.41],
  "homo_lumo_gap_ha": 0.381,
  "lumo_ev": -0.21,
  "e_homo_ha": -0.3886
}


Going by the energies, arrangement ii is most stable and the next is 0.0311 hartree up.


Arrangement i

{
  "formula": "H12O6",
  "method": "wB97M-V/def2-TZVPD",
  "species": ["O", "H", "H", "O", "H", "H", "O", "H", "H", "O", "H", "H", "O", "H", "H", "O", "H", "H"],
  "xyz": [[-1.75661, -1.22444, -3.86263], [-2.02550, -1.29875, -2.93552], [-2.13845, -0.30365, -3.98675], [3.68368, -0.04590, -1.52649], [3.37791, -0.19781, -2.42730], [2.95171, -0.51415, -1.11684], [1.65526, -1.40644, -2.38825], [0.91669, -1.44750, -3.01667], [1.80375, -2.23202, -1.92305], [0.62996, -2.61959, 14.69622], [0.47398, -3.43017, 14.17866], [-0.29706, -2.63799, 14.98780], [-0.57086, 4.17097, -3.00010], [0.21971, 4.56980, -3.38712], [-0.35733, 4.05063, -2.06769], [-2.72308, 1.17894, -3.93345], [-2.29672, 2.04716, -3.87594], [-3.54705, 1.34091, -4.41489]],
  "mulliken_charge": [-0.70, 0.30, 0.43, -0.63, 0.33, 0.35, -0.69, 0.33, 0.31, -0.63, 0.31, 0.31, -0.63, 0.32, 0.32, -0.68, 0.33, 0.31],
  "homo_lumo_gap_ha": 0.408,
  "lumo_ev": 0.43,
  "e_homo_ha": -0.3922
}


Arrangement ii

{
  "formula": "H12O6",
  "method": "wB97M-V/def2-TZVPD",
  "species": ["O", "H", "H", "O", "H", "H", "O", "H", "H", "O", "H", "H", "O", "H", "H", "O", "H", "H"],
  "xyz": [[1.35438, 0.96338, -1.26523], [1.65762, 0.03975, -1.51995], [1.92957, 1.61957, -1.65575], [-1.58640, -1.37051, 1.51761], [-1.51885, -1.37709, 2.50407], [-1.93548, -0.48259, 1.33395], [-0.15006, 2.39887, 0.47092], [0.49359, 1.75335, -0.01887], [-0.04071, 3.25566, 0.05262], [-2.30792, 1.22416, 1.76800], [-3.13380, 1.67652, 1.52912], [-1.59552, 1.84238, 1.31080], [2.25645, -1.50276, -1.99147], [1.37985, -1.77164, -1.54796], [2.27643, -1.65667, -2.94359], [0.27837, -2.36750, -0.20167], [-0.37025, -1.79603, 0.28766], [1.01275, -2.44883, 0.36977]],
  "mulliken_charge": [-0.70, 0.38, 0.30, -0.73, 0.29, 0.44, -0.71, 0.43, 0.28, -0.74, 0.32, 0.42, -0.74, 0.44, 0.33, -0.73, 0.41, 0.30],
  "homo_lumo_gap_ha": 0.437,
  "lumo_ev": 0.65,
  "e_homo_ha": -0.4135
}


Going by the energies, arrangement ii is most stable and the next is 0.0411 hartree up.


Arrangement i

{
  "formula": "H12O6",
  "method": "wB97M-V/def2-TZVPD",
  "species": ["O", "H", "H", "O", "H", "H", "O", "H", "H", "O", "H", "H", "O", "H", "H", "O", "H", "H"],
  "xyz": [[-1.37208, 0.93199, 7.29426], [-1.04248, 1.58518, 7.91146], [-1.08042, 1.24293, 6.43724], [-0.60658, 1.15626, -4.35548], [-1.55825, 1.08398, -4.42860], [-0.34384, 1.65664, -5.12803], [-0.66375, 4.11338, 3.41157], [-0.85036, 4.40632, 2.51960], [0.01160, 4.71479, 3.72532], [-1.23531, -4.75513, -1.38767], [-0.62925, -5.49585, -1.40372], [-0.81728, -4.11546, -0.81122], [3.12696, -2.24725, -5.40624], [3.68106, -1.72774, -5.98875], [2.46972, -1.62939, -5.08603], [0.37384, -0.68738, 0.95189], [0.28226, -0.21872, 0.12230], [0.25417, -0.01454, 1.62211]],
  "mulliken_charge": [-0.64, 0.32, 0.32, -0.64, 0.32, 0.32, -0.63, 0.32, 0.32, -0.64, 0.32, 0.32, -0.64, 0.32, 0.32, -0.64, 0.32, 0.32],
  "homo_lumo_gap_ha": 0.431,
  "lumo_ev": 0.40,
  "e_homo_ha": -0.4162
}


Arrangement ii

{
  "formula": "H12O6",
  "method": "wB97M-V/def2-TZVPD",
  "species": ["O", "H", "H", "O", "H", "H", "O", "H", "H", "O", "H", "H", "O", "H", "H", "O", "H", "H"],
  "xyz": [[2.34434, 0.82353, 2.03562], [2.81381, 1.47426, 1.50268], [3.03196, 0.18296, 2.39886], [-0.67097, -2.73401, 0.58227], [-0.02787, -3.18812, -0.00226], [-1.55412, -3.08030, 0.02459], [0.53557, -0.80572, -2.53193], [0.52805, -0.39427, -1.67512], [-0.43381, -0.76027, -2.79080], [0.07647, -0.10386, 0.17717], [-0.26413, -0.95613, 0.29358], [0.83016, 0.09207, 0.69482], [0.23460, 2.99426, -0.83732], [0.26572, 2.16154, -0.46106], [-0.06326, 3.03694, -1.82026], [-2.64637, 0.14157, 1.05473], [-3.10752, 0.94318, 0.79925], [-1.89263, 0.17236, 0.55518]],
  "mulliken_charge": [-0.68, 0.33, 0.33, -0.74, 0.35, 0.36, -0.67, 0.35, 0.31, -0.68, 0.43, 0.29, -0.65, 0.34, 0.33, -0.62, 0.31, 0.31],
  "homo_lumo_gap_ha": 0.420,
  "lumo_ev": 0.28,
  "e_homo_ha": -0.4095
}


Arrangement iii

{
  "formula": "H12O6",
  "method": "wB97M-V/def2-TZVPD",
  "species": ["O", "H", "H", "O", "H", "H", "O", "H", "H", "O", "H", "H", "O", "H", "H", "O", "H", "H"],
  "xyz": [[2.84606, -0.72913, -0.50160], [2.82959, 0.13631, -0.79450], [2.76656, -1.24823, -1.30544], [-0.09839, 0.92125, -2.08015], [-0.91040, 1.14594, -1.57472], [-0.17445, 0.00848, -2.38777], [-0.70092, 0.86769, 2.93744], [-1.43949, 0.41999, 2.55840], [0.05613, 0.56136, 2.46637], [-1.94672, 2.01288, -0.18611], [-1.98189, 2.69821, 0.48092], [-2.81182, 1.65092, -0.23293], [-0.36122, -2.70504, -0.15261], [0.04579, -1.88515, 0.17341], [0.11837, -3.50402, -0.17209], [0.31024, -0.23405, 0.48488], [0.21483, 0.34219, -0.25504], [1.23774, -0.45961, 0.54153]],
  "mulliken_charge": [-0.67, 0.31, 0.32, -0.72, 0.38, 0.36, -0.61, 0.30, 0.34, -0.65, 0.30, 0.30, -0.67, 0.44, 0.29, -0.72, 0.30, 0.40],
  "homo_lumo_gap_ha": 0.411,
  "lumo_ev": 0.38,
  "e_homo_ha": -0.3968
}


Arrangement iv

{
  "formula": "H12O6",
  "method": "wB97M-V/def2-TZVPD",
  "species": ["O", "H", "H", "O", "H", "H", "O", "H", "H", "O", "H", "H", "O", "H", "H", "O", "H", "H"],
  "xyz": [[0.19789, 0.31861, -0.09022], [-0.15311, 1.20761, 0.01278], [-0.54611, -0.32039, -0.41722], [-2.41811, -0.47639, 0.05278], [-2.16611, -1.33239, 0.34378], [-2.75311, -0.56139, -0.84122], [1.58789, 0.19961, 2.17578], [1.06489, 0.17461, 1.34178], [2.45089, 0.46861, 1.84978], [-1.44211, -3.17639, -0.16022], [-0.56411, -3.04039, 0.02478], [-1.31511, -3.18539, -1.06822], [2.73089, -0.10339, -1.78822], [2.04089, -0.23439, -1.24722], [3.52589, 0.01061, -1.19822], [-0.64111, 3.03361, 0.55478], [-1.38411, 3.56861, 0.80378], [-0.21611, 3.44861, -0.34922]],
  "mulliken_charge": [-0.79, 0.38, 0.36, -0.68, 0.37, 0.32, -0.66, 0.47, 0.29, -0.65, 0.32, 0.32, -0.62, 0.31, 0.31, -0.68, 0.30, 0.35],
  "homo_lumo_gap_ha": 0.392,
  "lumo_ev": 0.22,
  "e_homo_ha": -0.3836
}


Going by the energies, arrangement iii is most stable and the next is 0.0185 hartree up.


Arrangement i

{
  "formula": "H12O6",
  "method": "wB97M-V/def2-TZVPD",
  "species": ["O", "H", "H", "O", "H", "H", "O", "H", "H", "O", "H", "H", "O", "H", "H", "O", "H", "H"],
  "xyz": [[0.31445, -0.66135, 0.44051], [0.25025, -1.60301, 0.58649], [1.00192, -0.41855, -0.16481], [-1.08565, 1.72050, 1.21489], [-1.78122, 1.62289, 0.60346], [-0.35891, 1.27362, 0.84585], [-0.41330, -1.10672, 3.77157], [-0.94560, -1.23470, 3.02227], [-1.03778, -1.41276, 4.40812], [-1.34128, -1.60392, -1.88816], [-1.21689, -0.97129, -1.17572], [-1.45025, -1.09243, -2.68915], [-0.19621, 1.60920, -2.00324], [0.60235, 1.33288, -1.60135], [-0.25135, 1.08836, -2.79595], [2.23996, 0.53924, -0.74939], [2.87188, -0.12705, -0.49617], [2.79763, 1.04510, -1.32922]],
  "mulliken_charge": [-0.59, 0.28, 0.39, -0.61, 0.30, 0.31, -0.57, 0.27, 0.30, -0.63, 0.36, 0.28, -0.57, 0.31, 0.29, -0.67, 0.26, 0.30],
  "homo_lumo_gap_ha": 0.388,
  "lumo_ev": -0.02,
  "e_homo_ha": -0.3891
}


Arrangement ii

{
  "formula": "H12O6",
  "method": "wB97M-V/def2-TZVPD",
  "species": ["O", "H", "H", "O", "H", "H", "O", "H", "H", "O", "H", "H", "O", "H", "H", "O", "H", "H"],
  "xyz": [[0.67471, 1.36751, 2.80749], [1.14261, 1.36764, 1.97520], [0.43559, 2.24458, 3.04558], [0.10741, -0.95661, -0.73756], [0.26324, -0.69919, -1.65923], [0.81596, -0.65642, -0.18718], [-0.60762, -0.46446, -3.41883], [-0.22126, 0.04097, -4.14101], [-1.32340, 0.01478, -3.03477], [-1.39371, 0.94001, 0.53995], [-0.84636, 0.48249, -0.09833], [-1.23518, 0.52027, 1.37335], [-1.94146, -2.20405, 0.55112], [-1.21584, -1.74673, 0.11024], [-1.49765, -2.58562, 1.28691], [2.04631, 0.48049, 0.56898], [1.86881, 1.27482, 0.02220], [2.92782, 0.57953, 0.99590]],
  "mulliken_charge": [-0.62, 0.36, 0.33, -0.68, 0.32, 0.38, -0.69, 0.32, 0.34, -0.64, 0.33, 0.33, -0.63, 0.38, 0.29, -0.78, 0.35, 0.31],
  "homo_lumo_gap_ha": 0.374,
  "lumo_ev": -0.04,
  "e_homo_ha": -0.3751
}


Arrangement iii

{
  "formula": "H12O6",
  "method": "wB97M-V/def2-TZVPD",
  "species": ["O", "H", "H", "O", "H", "H", "O", "H", "H", "O", "H", "H", "O", "H", "H", "O", "H", "H"],
  "xyz": [[-2.63068, 0.49910, 0.55939], [-3.22654, 1.10302, 1.10648], [-1.78904, 0.27284, 1.20593], [-0.35648, 1.06190, -0.79096], [0.12941, 0.31089, -1.13698], [-1.27114, 0.77556, -1.00822], [-0.50626, -2.07066, 0.63555], [-1.52300, -2.24499, 0.47501], [0.04911, -2.87656, 0.82097], [-1.29412, 4.21749, 0.45708], [-0.67034, 3.60811, -0.00512], [-0.66044, 4.83196, 0.85584], [8.14722, -6.77712, -0.98527], [8.23932, -6.77943, -1.86667], [7.46561, -6.18997, -0.91620], [-3.58118, 3.15850, 0.16362], [-3.12354, 3.31813, 0.89870], [-3.39790, 3.78123, -0.46916]],
  "mulliken_charge": [-0.66, 0.28, 0.36, -0.62, 0.28, 0.35, -0.64, 0.35, 0.31, -0.62, 0.32, 0.29, -0.58, 0.29, 0.29, -0.59, 0.33, 0.27],
  "homo_lumo_gap_ha": 0.411,
  "lumo_ev": 0.58,
  "e_homo_ha": -0.3900
}


Going by the energies, arrangement ii is most stable and the next is 0.0184 hartree up.